Entry 1:
{
  "formula": "C4H11N3",
  "method": "ωB97M-V/def2-TZVPD",
  "multiplicity": 2,
  "charge": -1,
  "lumo_ev": [4.16, 4.07],
  "fmax_ev_per_a": 3.736,
  "orbital_gap_ev": [2.97, 9.00],
  "energy_ev": -8794.8294,
  "elements": ["C", "C", "C", "N", "C", "N", "N", "H", "H", "H", "H", "H", "H", "H", "H", "H", "H", "H"],
  "xyz": [[2.223, 1.377, -0.774], [1.321, 0.105, -0.589], [0.420, 0.008, 0.601], [-0.983, 0.262, 0.201], [-2.012, -0.643, 0.294], [-1.719, -1.986, 0.524], [-3.241, -0.275, 0.117], [1.561, 2.187, -1.105], [2.703, 1.635, 0.162], [2.977, 1.201, -1.534], [0.914, -0.166, -1.562], [2.177, -0.605, -0.543], [0.767, 0.655, 1.416], [0.461, -0.954, 1.128], [-1.296, 1.207, 0.337], [-0.760, -2.268, 0.405], [-2.223, -2.331, 1.329], [-3.292, 0.592, -0.404]],
  "atomic_forces_ev_per_a": [[-2.07, 0.02, 0.09], [3.63, -0.35, -0.81], [-0.98, -0.05, 0.01], [0.95, -0.25, 0.54], [-0.69, 0.80, -0.38], [-0.42, 0.47, -0.08], [0.08, -1.06, -0.30], [0.45, 0.30, 0.09], [0.11, 0.14, 0.13], [0.16, -0.08, -0.18], [-0.71, 0.18, 0.28], [-0.73, -0.50, 0.55], [-0.32, 0.42, -0.34], [0.12, -0.17, -0.50], [-0.03, 0.05, -0.14], [0.11, -0.04, 0.60], [0.21, -0.38, -0.17], [0.13, 0.50, 0.63]],
  "mulliken_charge": [-1.741, -0.799, -2.226, 1.085, -1.172, -0.145, -0.581, 0.524, 0.686, 0.280, -0.229, 1.126, 0.707, -0.053, 0.208, 0.435, 0.612, 0.282]
}

---

Entry 2:
{
  "formula": "C29H30BN10ORb",
  "method": "ωB97M-V/def2-TZVPD",
  "lumo_ev": -0.29,
  "fmax_ev_per_a": 3.113,
  "orbital_gap_ev": 8.15,
  "energy_ev": -48842.0097,
  "elements": ["Rb", "C", "C", "N", "N", "C", "B", "N", "C", "C", "C", "N", "N", "C", "C", "C", "N", "H", "H", "H", "H", "H", "H", "H", "H", "H", "H", "O", "C", "C", "C", "C", "C", "C", "C", "C", "N", "H", "H", "H", "H", "H", "H", "H", "H", "H", "H", "H", "N", "C", "C", "C", "C", "C", "C", "N", "C", "C", "C", "C", "N", "C", "C", "H", "H", "H", "H", "H", "H", "H", "H", "H"],
  "xyz": [[1.120, 1.447, -0.059], [3.781, 0.883, 4.687], [2.655, 0.429, 4.005], [2.388, 1.237, 2.984], [3.279, 2.237, 3.004], [4.186, 2.055, 4.054], [3.572, 3.283, 1.837], [2.294, 4.080, 1.563], [2.331, 5.404, 1.523], [1.074, 5.858, 1.440], [0.261, 4.750, 1.431], [1.061, 3.630, 1.544], [4.057, 2.494, 0.564], [4.872, 1.387, 0.539], [5.158, 1.152, -0.837], [4.398, 2.132, -1.520], [3.806, 2.962, -0.640], [4.248, 0.453, 5.542], [2.221, -0.530, 4.060], [4.905, 2.812, 4.247], [4.435, 4.021, 2.321], [3.303, 5.842, 1.421], [0.684, 6.862, 1.331], [-0.794, 4.675, 1.290], [5.362, 1.040, 1.469], [5.707, 0.342, -1.220], [4.423, 2.302, -2.564], [1.640, 3.948, -2.169], [0.453, 4.664, -1.970], [-0.519, 4.310, -3.123], [-0.984, 2.835, -3.128], [-2.134, 2.532, -2.222], [-3.404, 2.919, -2.573], [-4.444, 2.688, -1.716], [-4.193, 1.948, -0.534], [-2.886, 1.492, -0.351], [-1.872, 1.755, -1.172], [2.310, 4.238, -1.523], [0.623, 5.775, -1.953], [0.040, 4.340, -1.020], [-0.015, 4.631, -4.045], [-1.412, 4.943, -3.098], [-0.213, 2.156, -2.896], [-1.244, 2.658, -4.192], [-3.566, 3.431, -3.507], [-5.471, 2.951, -1.931], [-4.988, 1.763, 0.188], [-2.696, 0.773, 0.476], [-1.938, -6.364, 0.826], [-2.753, -7.384, 0.423], [-2.986, -8.636, 0.989], [-3.711, -9.567, 0.238], [-4.181, -9.174, -1.005], [-3.923, -7.963, -1.580], [-3.122, -7.052, -0.903], [-2.624, -5.817, -1.211], [-1.902, -5.444, -0.175], [-1.224, -4.181, -0.110], [-1.583, -3.112, -0.880], [-0.856, -1.926, -0.705], [0.133, -1.758, 0.134], [0.508, -2.756, 0.931], [-0.150, -3.951, 0.835], [-1.496, -6.284, 1.743], [-2.679, -8.906, 2.038], [-4.006, -10.473, 0.697], [-4.800, -9.919, -1.478], [-4.398, -7.721, -2.572], [-2.412, -3.192, -1.583], [-1.029, -1.098, -1.380], [1.227, -2.578, 1.680], [0.093, -4.733, 1.487]],
  "atomic_forces_ev_per_a": [[0.09, -0.56, -0.17], [0.83, 0.96, 0.30], [1.11, 0.95, -0.91], [-0.23, -0.04, -0.83], [1.64, 0.08, 0.83], [-2.50, -0.92, -1.18], [-0.10, -1.08, 1.30], [1.11, -0.13, 0.33], [1.89, 0.27, -0.44], [-2.15, 2.20, -0.46], [1.68, -2.32, 0.39], [-2.52, 0.86, -0.29], [0.74, -0.72, 1.40], [0.47, 1.00, -1.12], [-1.70, 0.97, 2.00], [0.98, -0.20, 1.69], [-0.27, -0.32, -1.56], [0.15, -0.25, 0.39], [-0.86, -0.62, 0.31], [0.53, 0.16, 0.17], [-0.39, -0.29, -0.61], [0.05, 0.55, 0.31], [0.43, 0.00, 0.09], [-0.42, -0.15, 0.19], [-0.77, -0.04, -0.80], [0.66, -0.65, -0.48], [-0.40, 0.32, -0.74], [0.58, 0.01, -0.20], [-0.88, 0.56, -0.55], [0.49, 0.51, 0.61], [-0.40, 1.19, -1.51], [0.88, -0.60, -0.60], [-0.56, 0.72, -0.14], [-0.49, -1.18, 1.46], [0.41, 0.70, -0.83], [-0.86, -0.95, 0.86], [-0.10, 0.30, 0.37], [-0.06, -0.44, -0.10], [-0.14, -0.89, 0.07], [-0.40, 0.32, 0.27], [-0.03, -0.61, 0.04], [0.05, 0.04, 0.32], [1.21, -0.62, 0.25], [-0.22, -0.28, 0.59], [0.02, 0.14, -0.14], [0.08, 0.26, -0.17], [0.32, -0.14, -0.22], [0.09, 0.74, -0.49], [0.51, 0.35, 1.31], [0.74, -1.02, -0.59], [-0.28, -0.92, 1.18], [0.83, 2.29, 0.95], [-0.52, -1.16, -0.08], [-0.84, 0.64, -2.01], [-0.28, -0.25, 1.37], [0.37, 0.51, -0.30], [-1.14, -0.77, -0.85], [2.10, 1.09, 1.90], [-0.20, 0.48, -0.37], [-0.27, -0.33, -1.05], [0.87, 1.18, 0.29], [-1.85, -0.44, -0.89], [-1.53, -0.44, -1.28], [-0.32, -0.01, -0.68], [-0.17, 0.49, -1.24], [-0.10, -0.91, 0.13], [-0.20, 0.16, -0.56], [0.80, -0.19, 1.11], [0.32, 0.10, 0.13], [-0.34, 0.21, 0.08], [0.94, 0.24, 0.56], [0.56, -1.08, 0.85]],
  "mulliken_charge": [0.887, -0.860, -0.306, -0.361, 0.283, -0.373, 0.114, 0.947, -0.529, -0.856, -0.499, -0.834, 0.677, -0.358, -0.840, -0.546, -0.486, 0.417, 0.385, 0.438, -0.191, 0.454, 0.391, 0.608, 0.395, 0.471, 0.459, -0.484, 0.225, -0.979, -1.045, 0.690, -0.589, -0.458, -0.602, -0.339, 0.037, 0.346, 0.325, -0.234, 0.457, 0.458, 0.309, 0.350, 0.478, 0.393, 0.400, 0.349, -0.042, 0.507, -0.593, -0.575, -0.301, -0.636, 0.507, -0.700, 0.168, 0.819, -0.674, -0.243, -0.246, -0.627, -0.708, 0.224, 0.259, 0.412, 0.355, 0.325, 0.443, 0.499, 0.442, 0.410]
}

---

Entry 3:
{
  "formula": "C8H32Al3O12P",
  "method": "ωB97M-V/def2-TZVPD",
  "charge": 6,
  "lumo_ev": -24.35,
  "fmax_ev_per_a": 4.257,
  "orbital_gap_ev": 3.10,
  "energy_ev": -62363.3053,
  "elements": ["Al", "Al", "Al", "P", "O", "O", "O", "O", "C", "O", "H", "H", "H", "H", "C", "O", "H", "H", "H", "H", "C", "O", "H", "H", "H", "H", "C", "O", "H", "H", "H", "H", "C", "O", "H", "H", "H", "H", "C", "O", "H", "H", "H", "H", "C", "O", "H", "H", "H", "H", "C", "O", "H", "H", "H", "H"],
  "xyz": [[-2.390, -3.871, -0.518], [-1.824, -2.558, 3.806], [1.966, -3.842, 1.233], [-0.473, -1.083, 0.825], [0.046, -2.103, -0.262], [-1.900, -1.598, 1.138], [-0.417, 0.460, 0.687], [0.373, -1.448, 2.133], [1.120, 1.427, 3.437], [1.193, 2.001, 2.176], [1.672, 2.024, 4.162], [0.141, 1.555, 3.897], [1.422, 0.380, 3.466], [0.591, 1.559, 1.574], [-2.839, 1.547, 2.893], [-1.869, 0.520, 3.025], [-2.921, 2.324, 3.653], [-2.462, 2.009, 1.980], [-3.762, 1.068, 2.565], [-1.359, 0.474, 2.213], [4.077, -0.213, 2.049], [3.070, -1.110, 1.704], [4.797, -0.768, 2.651], [4.485, 0.316, 1.187], [3.609, 0.572, 2.642], [2.229, -0.687, 1.890], [2.315, 2.202, -0.624], [1.248, 1.465, -1.127], [2.998, 2.421, -1.445], [1.831, 3.143, -0.364], [2.874, 1.739, 0.190], [0.675, 1.162, -0.420], [-1.878, 2.111, -1.936], [-2.399, 1.392, -0.810], [-2.604, 2.136, -2.750], [-1.561, 3.131, -1.722], [-1.006, 1.550, -2.273], [-1.653, 1.031, -0.327], [-4.264, -0.873, -2.532], [-3.989, -1.402, -1.282], [-3.474, -0.167, -2.789], [-4.251, -1.714, -3.224], [-5.170, -0.270, -2.468], [-3.950, -0.651, -0.685], [-0.395, -1.622, -3.601], [-1.203, -1.664, -2.495], [0.083, -2.592, -3.739], [-0.903, -1.508, -4.559], [0.373, -0.868, -3.427], [-0.698, -1.454, -1.706], [3.370, -1.132, -1.835], [2.658, -2.044, -1.130], [4.369, -1.525, -2.022], [2.749, -0.823, -2.677], [3.569, -0.242, -1.237], [1.713, -1.888, -1.191]],
  "atomic_forces_ev_per_a": [[-0.30, -0.16, -0.13], [0.12, 0.40, 0.22], [0.39, -0.12, 0.15], [1.07, -3.73, 1.74], [0.05, 2.57, 0.16], [-0.30, 0.83, -0.07], [-0.14, -0.95, -0.90], [-0.72, 0.40, -0.95], [1.75, 0.67, -0.43], [0.28, 0.44, 1.17], [0.46, 0.27, -0.05], [-1.87, -0.26, 0.28], [-0.58, -0.28, 0.08], [-0.34, -0.74, -0.32], [1.69, 0.57, -2.13], [-0.34, -0.31, 2.68], [-0.22, -0.73, 0.94], [-0.66, 0.80, -0.31], [-0.90, -0.11, 0.37], [0.31, 0.02, -0.95], [-1.03, 0.27, 1.71], [0.25, -0.19, -0.51], [0.91, 0.06, -0.41], [0.89, 0.03, -0.64], [0.36, 0.27, 0.16], [-0.86, -0.16, 0.12], [0.26, -0.87, -2.39], [1.07, -0.10, -0.68], [-0.07, 0.25, -0.20], [0.25, 1.23, 1.00], [-0.21, -0.06, 1.05], [-0.68, -0.44, 0.89], [-0.40, -2.05, 0.07], [-0.77, 0.98, -1.54], [-0.53, 0.38, 0.15], [-0.10, 0.70, 0.30], [0.51, 0.27, -0.12], [0.78, -0.24, 0.76], [-0.29, -2.95, 0.39], [0.70, 0.52, -0.69], [0.92, 1.09, -0.49], [-0.38, 0.41, -0.29], [-0.68, 0.76, -0.35], [-0.34, 0.46, 1.08], [0.72, 0.55, -0.41], [-2.39, 0.09, -0.76], [0.60, -0.78, -0.14], [-0.59, 0.15, 0.02], [0.34, 0.03, -0.34], [0.73, -0.14, 1.05], [-0.04, -1.51, -0.62], [0.67, -0.71, 0.20], [0.33, -0.04, -0.24], [0.21, 0.73, -0.45], [0.29, 1.40, 0.69], [-1.15, 0.01, 0.09]],
  "mulliken_charge": [1.256, 1.469, 1.289, 2.340, -1.582, -0.958, -0.284, -1.058, -0.385, -0.427, 0.370, 0.207, 0.248, 0.239, -0.336, -0.223, 0.363, 0.175, 0.360, 0.029, -0.538, -0.332, 0.354, 0.326, 0.294, 0.079, -0.645, -0.258, 0.372, 0.427, 0.325, 0.448, -0.529, -0.311, 0.423, 0.342, 0.182, 0.283, -0.217, -0.198, 0.128, 0.320, 0.343, 0.305, -0.577, -0.267, 0.342, 0.403, 0.257, 0.188, -0.137, -0.239, 0.369, 0.282, 0.087, 0.273]
}

---

Entry 4:
{
  "formula": "C4H6LiO2Tl",
  "method": "ωB97M-V/def2-TZVPD",
  "lumo_ev": -0.09,
  "fmax_ev_per_a": 2.903,
  "orbital_gap_ev": 6.07,
  "energy_ev": -13234.5782,
  "elements": ["O", "C", "C", "Li", "Tl", "H", "H", "C", "C", "O", "H", "H", "H", "H"],
  "xyz": [[-0.094, 1.162, 1.055], [-0.376, 0.460, 2.130], [-1.270, -0.645, 2.135], [1.563, 0.912, 1.897], [-0.395, -0.460, -0.430], [-2.143, -0.618, 1.453], [-1.538, -1.113, 3.089], [1.547, -1.763, 0.947], [0.446, -2.457, 1.460], [2.291, -0.934, 1.806], [2.251, -2.107, 0.187], [0.074, -3.303, 0.874], [0.395, -2.640, 2.542], [2.332, -1.337, 2.682]],
  "atomic_forces_ev_per_a": [[-0.21, 0.07, -0.73], [0.32, -1.29, 2.58], [-0.59, 1.62, -0.52], [-0.33, 0.06, 0.29], [-0.42, -0.52, -1.63], [-0.02, 0.06, 0.12], [0.49, 0.04, -0.39], [-0.31, -1.75, 1.21], [2.84, -0.20, -0.10], [0.16, 0.34, 0.32], [-1.04, 0.16, -0.56], [-0.24, 0.61, -0.09], [-0.47, 0.65, -0.49], [-0.19, 0.15, -0.02]],
  "mulliken_charge": [-0.644, -0.076, -0.947, 0.799, 0.454, 0.203, 0.356, -0.303, -0.562, -0.520, 0.417, 0.264, 0.234, 0.324]
}

---

Entry 5:
{
  "formula": "C5H7NO",
  "method": "ωB97M-V/def2-TZVPD",
  "lumo_ev": 0.84,
  "fmax_ev_per_a": 0.983,
  "smiles": "CC[C@@]1(C#N)CO1",
  "orbital_gap_ev": 11.97,
  "energy_ev": -8834.2986,
  "elements": ["C", "C", "C", "C", "O", "C", "N", "H", "H", "H", "H", "H", "H", "H"],
  "xyz": [[0.807, 1.376, 0.958], [-0.452, 0.721, 0.369], [-0.191, -0.483, -0.547], [-1.134, -1.612, -0.640], [-1.060, -0.632, -1.658], [1.218, -0.755, -0.837], [2.353, -0.919, -0.986], [1.617, 0.656, 1.093], [0.596, 1.817, 1.935], [1.189, 2.170, 0.310], [-1.122, 0.397, 1.173], [-1.008, 1.447, -0.236], [-0.784, -2.606, -0.916], [-2.030, -1.578, -0.021]],
  "atomic_forces_ev_per_a": [[0.05, 0.02, 0.02], [-0.03, -0.01, 0.02], [0.12, 0.12, 0.16], [-0.05, -0.21, 0.16], [-0.03, 0.09, -0.19], [0.82, -0.10, -0.12], [-0.98, 0.05, 0.03], [-0.13, 0.08, 0.07], [-0.05, 0.00, -0.14], [-0.04, -0.15, 0.04], [0.12, 0.03, -0.15], [0.06, -0.14, 0.12], [0.01, 0.19, 0.04], [0.14, 0.03, -0.08]],
  "mulliken_charge": [-1.248, -0.466, 1.266, -0.743, -0.462, -0.196, -0.398, 0.399, 0.339, 0.309, 0.362, 0.291, 0.280, 0.266]
}

---

Entry 6:
{
  "formula": "C2H6OS2",
  "method": "ωB97M-V/def2-TZVPD",
  "lumo_ev": 0.68,
  "fmax_ev_per_a": 1.610,
  "smiles": "C=O.CSS",
  "orbital_gap_ev": 9.46,
  "energy_ev": -25888.1037,
  "elements": ["O", "C", "H", "H", "C", "S", "S", "H", "H", "H", "H"],
  "xyz": [[0.883, -1.743, 1.051], [0.164, -2.675, 0.822], [-0.295, -2.912, -0.152], [-0.036, -3.432, 1.605], [0.081, 1.614, -1.389], [-1.300, 1.517, -0.242], [-0.602, 1.985, 1.559], [0.765, 2.456, -1.331], [-0.430, 1.580, -2.365], [0.699, 0.717, -1.514], [0.072, 0.893, 1.957]],
  "atomic_forces_ev_per_a": [[-0.23, 0.15, -0.35], [0.27, -0.60, 0.50], [0.05, 0.42, -0.17], [-0.11, 0.10, 0.02], [0.13, -0.80, -1.39], [-0.03, -0.51, -0.81], [0.53, 0.66, 1.06], [-0.41, 0.32, 0.24], [0.03, 0.65, 0.15], [-0.11, -0.11, 0.95], [-0.11, -0.29, -0.20]],
  "mulliken_charge": [-0.370, -0.072, 0.208, 0.238, -0.774, -0.045, -0.206, 0.326, 0.255, 0.294, 0.146]
}

---

Entry 7:
{
  "formula": "C2HCdO3",
  "method": "ωB97M-V/def2-TZVPD",
  "multiplicity": 2,
  "charge": 2,
  "lumo_ev": [-13.97, -13.70],
  "fmax_ev_per_a": 3.540,
  "orbital_gap_ev": [4.70, 5.66],
  "energy_ev": -12766.8720,
  "elements": ["O", "H", "O", "O", "C", "C", "Cd"],
  "xyz": [[0.531, -1.782, 0.620], [-0.092, -2.389, 0.179], [-0.711, 0.048, -0.488], [0.129, 1.236, -0.418], [0.428, -0.567, 0.284], [1.042, 0.675, 0.465], [-1.327, 2.780, -0.641]],
  "atomic_forces_ev_per_a": [[0.25, 1.80, -0.41], [-0.25, -0.43, -0.05], [0.64, -2.34, 0.72], [1.41, -0.42, 0.01], [-2.96, -1.58, -1.13], [1.40, 2.18, 0.71], [-0.49, 0.78, 0.14]],
  "mulliken_charge": [-0.238, 0.434, -0.081, -0.078, 0.825, -0.342, 1.480]
}

---

Entry 8:
{
  "formula": "C6H10O2",
  "method": "ωB97M-V/def2-TZVPD",
  "lumo_ev": 0.77,
  "fmax_ev_per_a": 10.577,
  "smiles": "CC(=O)CCC(C)=O",
  "orbital_gap_ev": 10.21,
  "energy_ev": -10475.6185,
  "elements": ["C", "C", "C", "C", "C", "C", "H", "H", "H", "H", "H", "H", "H", "H", "H", "H", "O", "O"],
  "xyz": [[2.696, -1.434, -0.808], [1.934, -0.436, 0.161], [0.658, 0.058, -0.590], [-0.492, 0.251, 0.524], [-1.731, 0.802, -0.131], [-3.014, 1.122, 0.849], [2.882, -1.194, -1.713], [2.281, -2.536, -0.847], [3.718, -1.691, -0.233], [0.335, -0.457, -1.642], [0.802, 1.241, -0.947], [-0.560, -0.696, 1.019], [-0.325, 0.792, 1.471], [-3.165, 0.003, 1.167], [-3.668, 1.599, 0.218], [-2.702, 1.549, 1.617], [2.253, -0.064, 1.180], [-1.900, 1.090, -1.294]],
  "atomic_forces_ev_per_a": [[1.22, -4.72, 9.39], [-2.52, -2.68, -9.65], [-1.02, 3.65, -0.40], [0.78, -0.53, -1.74], [-2.86, 1.24, 1.29], [2.00, -8.09, -6.03], [0.99, 2.35, -6.18], [-0.01, 2.28, 0.23], [-1.87, 0.82, -1.45], [0.65, 0.82, 3.12], [0.23, -3.07, 0.74], [-1.10, -1.14, -0.19], [0.79, 0.80, -0.94], [-0.86, 2.07, -0.58], [-1.99, 0.77, -0.93], [2.41, 4.28, 6.83], [2.05, 1.76, 6.18], [1.10, -0.62, 0.32]],
  "mulliken_charge": [-1.310, 0.592, -0.331, -0.900, 0.736, -1.256, 0.465, 0.291, 0.292, 0.289, 0.227, 0.423, 0.406, 0.258, 0.346, 0.459, -0.444, -0.546]
}